[1]
Formula: C13H24N4O5
Source: OMol25
Level of theory: ωB97M-V/def2-TZVPD

Charge: 0
Electronic energy in eV: -30069.6706
HOMO in eV: -8.9893
Multiplicity: 1

Each line ends with the Mulliken charge.
CARTESIAN COORDINATES (ANGSTROEM)
C1 -1.66670 -3.28709 -2.73524  -0.957
N1 -0.96338 -2.56074 -1.67988  -0.007
C2 0.33189 -2.61648 -1.27654  0.238
O1 1.10255 -3.44842 -1.78192  -0.702
C3 0.85942 -1.70860 -0.14205  0.300
C4 2.24190 -1.13974 -0.53975  -1.289
C5 3.05083 -0.46405 0.54077  -0.251
C6 4.17020 0.45452 0.02933  -0.822
C7 3.82831 1.94617 -0.12084  -0.528
N2 2.86180 2.21326 -1.19364  0.151
N3 0.04945 -0.57966 0.31734  0.169
C8 -1.24782 -0.50548 0.65659  0.360
O2 -1.96682 -1.48608 0.69283  -0.765
C9 -1.78876 0.84600 1.02624  -0.075
C10 -1.61590 1.87848 -0.10188  -0.778
C11 -0.15976 2.16058 -0.47635  0.590
O3 0.72534 2.03614 0.38467  -0.837
O4 0.15815 2.37410 -1.65635  -0.829
N4 -3.16863 0.85399 1.45493  -0.154
C12 -3.61119 0.48534 2.66948  0.773
C13 -5.12916 0.36416 2.82154  -1.272
O5 -2.83827 0.33702 3.58522  -0.626
H1 -1.00018 -3.61197 -3.54985  0.343
H2 -2.08067 -4.20295 -2.26823  0.310
H3 -2.51434 -2.73088 -3.12819  0.307
H4 -1.59101 -1.98800 -1.11943  0.132
H5 0.97282 -2.40724 0.69779  0.177
H6 2.14635 -0.44922 -1.38405  0.266
H7 2.85179 -1.94932 -0.92031  0.652
H8 3.55279 -1.22862 1.13571  0.465
H9 2.35768 0.12405 1.16504  0.302
H10 4.55697 0.09526 -0.93731  0.300
H11 4.98012 0.43577 0.73035  0.398
H12 4.74529 2.48900 -0.35720  0.439
H13 3.44335 2.27854 0.82980  0.305
H14 3.00902 1.74817 -2.06382  0.403
H15 2.74596 3.19827 -1.34078  0.413
H16 1.90287 1.95718 -0.89023  -0.278
H17 0.54279 0.31181 0.40777  -0.019
H18 -1.18285 1.17466 1.91250  0.299
H19 -2.07137 2.79875 0.29911  0.349
H20 -2.18608 1.63052 -0.98005  0.431
H21 -3.89888 1.17827 0.79879  0.316
H22 -5.46941 -0.12941 3.74400  0.323
H23 -5.46897 -0.24478 2.02229  0.367
H24 -5.56750 1.36873 2.72182  0.308

***

[2]
Formula: C24H43ClP2Pr
Source: OMol25
Level of theory: ωB97M-V/def2-TZVPD

Charge: +1
⟨S²⟩: 2.01
Electronic energy in eV: -70745.3137
HOMO (alpha / beta) in eV: -9.4562 / -9.4501
Multiplicity: 3

Each line ends with the Mulliken charge.
CARTESIAN COORDINATES (ANGSTROEM)
Pr1 1.97174 -0.23481 0.78050  -0.210
C1 0.02372 -0.57761 2.96677  0.882
C2 0.23819 -1.89775 2.46531  0.609
C3 2.25400 -1.10668 3.27918  0.204
C4 1.27178 -0.08037 3.45786  0.494
C5 1.60167 -2.23985 2.69358  0.715
C6 -1.28039 0.11553 3.16127  -1.881
H1 -2.08891 -0.37963 2.59996  0.501
H2 -1.22173 1.17016 2.82733  0.326
H3 -1.58527 0.13440 4.23173  0.374
C7 1.46894 1.18420 4.21015  -1.199
H4 0.50706 1.66408 4.42926  0.365
H5 2.08075 1.90746 3.66166  0.152
H6 1.97544 0.97101 5.16363  0.389
C8 3.69204 -0.98827 3.65299  -1.264
H7 3.77164 -0.57183 4.67041  0.377
H8 4.25453 -0.31063 2.97951  0.158
H9 4.18147 -1.97482 3.62755  0.353
C9 2.23087 -3.57037 2.46499  -1.605
H10 2.85670 -3.83627 3.33042  0.506
H11 2.88910 -3.58588 1.58077  0.216
H12 1.46716 -4.35002 2.34395  0.307
C10 -0.79533 -2.79805 1.87858  -1.585
H13 -0.70823 -3.81964 2.28485  0.523
H14 -0.69914 -2.87190 0.77912  0.089
H15 -1.80790 -2.43367 2.09713  0.385
C11 -4.20697 1.51295 -0.42055  -0.312
C12 -4.69148 1.15266 -1.61677  -0.810
C13 -3.98202 1.05294 -2.94404  -0.963
C14 -2.57332 1.67976 -3.06728  -0.941
C15 -1.48126 0.64914 -2.73349  -0.078
C16 -1.74099 -0.11272 -1.46099  -1.407
C17 -1.76941 0.67545 -0.17457  1.058
C18 -2.77094 1.83855 -0.04480  -1.024
H16 -4.60371 1.53661 -3.71555  0.552
H17 -2.49087 2.57656 -2.44311  0.266
H18 -3.92376 -0.00809 -3.23065  0.400
H19 -2.39029 2.72808 -0.57792  0.249
H20 -4.91964 1.61152 0.41936  0.333
H21 -5.76137 0.89552 -1.67843  0.374
H22 -2.79606 2.13831 1.01863  0.557
H23 -1.95472 -0.01590 0.66409  -0.104
H24 -2.47402 -0.92311 -1.51847  0.714
H25 -0.75873 1.10191 0.01827  -0.748
H26 -2.39434 2.01358 -4.10650  0.575
H27 -1.43521 -0.07028 -3.58061  0.607
P1 0.23698 1.34167 -2.65258  1.172
C19 0.29603 3.00825 -2.02700  -1.256
C20 0.68370 1.39221 -4.41555  -1.379
P2 0.23639 -1.16838 -1.13197  1.217
C21 1.32881 0.15592 -1.89576  -1.118
C22 -0.19054 -2.18280 -2.64823  -1.712
C23 1.83610 -2.34767 -0.86782  -1.360
H28 0.14303 3.04249 -0.93856  0.108
H29 -0.45984 3.62492 -2.53949  0.449
H30 1.29486 3.41896 -2.24864  0.511
H31 1.32546 2.26581 -4.58391  0.471
H32 -0.20978 1.48689 -5.04746  0.388
H33 1.22966 0.48268 -4.69594  0.431
H34 1.99853 -2.70218 -1.89818  0.776
H35 1.56155 -3.18490 -0.20971  0.306
H36 2.83452 -1.91536 -0.56569  0.267
H37 2.05249 0.76272 -1.28400  0.186
H38 1.91453 -0.33421 -2.68915  0.846
H39 -0.03249 -3.24507 -2.39742  0.495
H40 0.47003 -1.93489 -3.49559  0.386
H41 -1.23644 -2.08745 -2.97286  0.404
Cl1 1.87568 2.67939 1.17251  -0.088
C24 3.43052 1.78910 1.15013  -0.840
H42 4.02908 2.20353 0.32910  0.462
H43 3.92035 1.89616 2.12868  0.399

***

[3]
Formula: C16H9BrN2O3
Source: OMol25
Level of theory: ωB97M-V/def2-TZVPD

Charge: 0
Electronic energy in eV: -95900.6206
HOMO in eV: -8.8589
Multiplicity: 1

Each line ends with the Mulliken charge.
CARTESIAN COORDINATES (ANGSTROEM)
C1 3.06177 4.40935 2.81393  -1.371
C2 2.09096 3.63914 2.06758  0.889
C3 0.94736 4.29791 1.71400  -0.454
C4 -0.29076 3.56867 1.19564  0.408
O1 -1.29022 4.25327 1.08136  -0.650
C5 -0.04285 2.15867 0.81421  0.710
C6 -1.04247 1.47349 0.13190  -1.034
C7 -0.86965 0.27553 -0.49191  0.757
N1 -1.59893 -0.68506 -1.26815  -0.765
C8 -0.87440 -1.79950 -1.36064  0.420
C9 -1.26368 -3.14849 -1.67683  0.368
C10 -2.59178 -3.55682 -1.71610  -0.444
C11 -2.75484 -4.87888 -1.94135  -0.349
C12 -1.77250 -5.77580 -2.27135  -0.285
N2 -0.56086 -5.28654 -2.35143  -0.585
C13 -0.26616 -3.98311 -2.16715  -0.197
O2 0.35890 -1.57163 -0.74378  -0.431
C14 0.34258 -0.32114 -0.18246  0.812
C15 1.38099 0.33734 0.56285  -0.964
Br1 3.09438 -0.46326 0.54867  -0.123
C16 1.16963 1.63982 1.05694  0.394
O3 2.18080 2.30317 1.74164  -0.382
H1 2.82156 4.56799 3.89044  0.250
H2 4.09892 4.07734 2.88503  0.356
H3 3.06409 5.31387 2.21973  0.334
H4 0.98485 5.38690 1.75078  0.305
H5 -1.95147 2.11595 0.01965  0.407
H6 -3.39683 -2.87623 -1.56317  0.493
H7 -3.74984 -5.25748 -1.75388  0.350
H8 -2.01622 -6.71187 -2.77316  0.378
H9 0.73665 -3.50262 -2.23298  0.406

***

[4]
Formula: C44H35ClF10N4O3PV
Source: OMol25
Level of theory: ωB97M-V/def2-TZVPD

Charge: -1
⟨S²⟩: 3.83
Electronic energy in eV: -132972.5970
HOMO (alpha / beta) in eV: -4.4892 / -4.4131
Multiplicity: 4

Each line ends with the Mulliken charge.
CARTESIAN COORDINATES (ANGSTROEM)
V1 -0.29105 0.39213 -0.14198  -0.121
C1 -1.62125 -1.51169 2.93154  -1.912
N1 -1.14099 -1.54420 1.52860  2.067
C2 -2.27995 -2.04163 0.74431  -1.470
C3 -2.39538 -1.72334 -0.74930  -1.549
N2 -1.79464 -0.47710 -1.22844  1.255
C4 -2.02964 -0.24003 -2.55580  -1.057
C5 -3.13149 -0.61181 -3.34912  0.887
F1 -4.21491 -1.24523 -2.84256  -0.404
C6 -3.22510 -0.31037 -4.70122  -0.055
F2 -4.33712 -0.65296 -5.36351  -0.397
C7 -2.21375 0.34099 -5.36932  0.683
F3 -2.32287 0.65179 -6.66775  -0.431
C8 -1.08273 0.68010 -4.64752  0.437
F4 -0.04213 1.25618 -5.26022  -0.443
C9 -1.02129 0.39448 -3.30716  0.146
F5 0.13498 0.68608 -2.66820  -0.365
C10 0.04895 -2.38062 1.46626  -1.363
C11 0.59828 -2.56831 0.08277  -1.400
N3 0.94518 -1.29096 -0.53324  0.789
C12 1.81912 -1.40567 -1.58221  0.047
C13 2.06146 -2.55137 -2.37514  0.332
F6 1.33460 -3.68829 -2.24862  -0.349
C14 2.98494 -2.58697 -3.40853  -0.063
F7 3.12323 -3.71777 -4.11862  -0.337
C15 3.73311 -1.48155 -3.74326  0.685
F8 4.62232 -1.51857 -4.74773  -0.343
C16 3.53552 -0.33157 -2.99998  -0.078
F9 4.26498 0.75985 -3.25957  -0.334
C17 2.62282 -0.31350 -1.96831  -0.125
F10 2.56616 0.80875 -1.23072  -0.341
H1 -2.07449 -2.48755 3.16548  0.481
H2 -2.40436 -0.75841 2.98473  0.952
H3 0.14925 -0.50695 3.62071  -0.296
H4 -3.17114 -1.64659 1.23484  0.786
H5 -2.34260 -3.13716 0.84428  0.166
H6 -3.46842 -1.73011 -0.93582  0.587
H7 -1.98469 -2.56346 -1.32652  0.394
H8 -0.15483 -3.37247 1.90484  0.543
H9 0.82299 -1.89733 2.06560  0.369
H10 -0.09570 -3.15963 -0.52176  0.316
H11 1.49591 -3.18438 0.21023  0.735
N4 2.05048 1.12238 2.36943  -0.169
C18 1.51614 2.33411 2.82142  0.019
C19 2.40118 3.22469 3.43579  -0.386
C20 1.95778 4.37824 4.04758  -0.735
C21 0.59778 4.65564 4.07657  -0.724
C22 -0.27861 3.79110 3.44652  -1.155
C23 0.14162 2.64550 2.75565  1.033
P1 -1.12215 1.51952 2.03654  0.089
C24 -2.37794 2.65290 1.33847  0.674
C25 -2.27162 4.03289 1.14448  -0.529
C26 -3.33114 4.77471 0.63801  -0.705
C27 -4.52531 4.15923 0.29637  -0.648
C28 -4.64503 2.78407 0.46070  -0.747
C29 -3.59093 2.04849 0.97441  -0.619
C30 -0.59285 -1.18843 4.05866  2.273
C31 -1.32581 -0.44229 5.13442  -1.021
C32 -1.46875 -0.90911 6.39865  -0.577
C33 -0.87217 -2.12446 6.80487  -0.635
C34 -0.06652 -2.83005 5.88513  -0.520
C35 0.10249 -2.40086 4.60863  -0.780
H12 1.49026 0.64678 1.68376  -0.991
H13 2.98668 1.22485 2.00122  0.350
H14 3.45806 2.98222 3.43448  0.348
H15 2.66831 5.04748 4.51667  0.381
H16 0.22168 5.53395 4.58591  0.412
H17 -1.33868 4.00762 3.49049  0.609
H18 -1.34671 4.53891 1.38818  0.583
H19 -3.21272 5.84276 0.49714  0.379
H20 -5.34886 4.73850 -0.10102  0.363
H21 -5.56592 2.28226 0.18738  0.438
H22 -3.70123 0.97560 1.09913  0.142
H23 -1.76472 0.50224 4.83494  0.280
H24 -2.03609 -0.32977 7.11778  0.412
H25 -1.00073 -2.49022 7.81424  0.351
H26 0.44511 -3.72807 6.21240  0.396
H27 0.76485 -2.95257 3.95597  0.310
C36 0.14002 4.30413 -5.43671  -1.636
C37 -1.05225 3.87791 -4.63179  1.076
C38 -2.25887 3.56520 -5.23355  -0.840
C39 -3.34050 3.15312 -4.46864  -0.018
Cl1 -4.83971 2.74107 -5.26209  -0.253
C40 -3.23965 3.04390 -3.09899  -0.909
C41 -2.03357 3.35088 -2.47907  1.290
C42 -0.95006 3.76473 -3.23769  0.235
O1 0.27594 4.08014 -2.73382  -0.567
C43 0.44629 4.30856 -1.34169  -1.077
C44 1.09161 3.12432 -0.61489  0.499
O2 2.22894 3.20633 -0.21459  -0.657
O3 0.32122 2.08028 -0.43659  1.632
H28 -0.10986 4.35233 -6.49602  0.420
H29 0.96419 3.60244 -5.30317  0.269
H30 0.50042 5.28200 -5.11285  0.384
H31 -2.35587 3.62940 -6.31020  0.369
H32 -4.07846 2.70551 -2.50767  0.604
H33 -1.94797 3.23534 -1.40846  -0.774
H34 -0.49993 4.57935 -0.87082  0.260
H35 1.14836 5.13589 -1.25900  0.370

***

[5]
Formula: C5H11NO
Source: OMol25
Level of theory: ωB97M-V/def2-TZVPD

Charge: 0
Electronic energy in eV: -8889.0299
HOMO in eV: -7.5516
Multiplicity: 1

Each line ends with the Mulliken charge.
CARTESIAN COORDINATES (ANGSTROEM)
C1 -0.89556 1.65840 -0.03083  -1.009
C2 -1.43705 0.22853 0.22222  0.017
C3 -0.55263 -0.80894 0.57777  -0.667
C4 -0.57788 -2.23100 0.49982  -0.547
C5 1.19813 -0.72772 -0.71162  -0.210
N1 0.87004 -0.72599 -1.99153  -0.559
H1 -1.77961 2.19326 -0.39175  0.322
H2 -0.51397 2.11115 0.89036  0.361
H3 -0.04878 1.76981 -0.70453  0.380
H4 -2.22376 -0.10982 -0.36541  0.407
H5 0.18173 -0.42040 1.26507  0.405
H6 0.13158 -2.83168 1.05969  0.392
H7 -1.09053 -2.75029 -0.27695  0.284
H8 1.23762 0.24935 -0.32477  0.326
H9 1.44088 -1.60065 -0.08676  0.317
H10 -0.26109 -0.63809 -1.54805  0.398
H11 2.45857 2.30394 1.33584  0.180
O1 1.86231 2.33013 0.58144  -0.795